Formula: C18H26ClN4O10Zr
Source: the OMol25 dataset
Level of theory: ωB97M-V/def2-TZVPD

Geometry (Å):
Zr (-0.45172, -0.62958, -0.12841)
O (-1.85787, -2.58091, 3.26342)
C (-1.27179, -1.81712, 2.52581)
O (-1.71881, -1.32064, 1.41323)
C (0.14003, -1.36208, 2.89054)
N (0.67261, -0.36073, 1.93620)
C (2.10797, -0.65846, 1.61105)
C (2.70137, -0.21125, 0.24800)
N (1.87039, -0.46586, -0.96399)
C (2.01638, 0.57618, -2.04036)
C (0.77130, 1.23719, -2.74537)
N (0.10438, 2.43809, -2.20661)
C (-1.25966, 2.35177, -1.64945)
C (-1.53343, 2.54565, -0.11299)
N (-1.63668, 1.34351, 0.78441)
C (-1.06829, 1.50920, 2.15943)
C (0.37610, 1.00786, 2.45475)
C (-3.05616, 0.93609, 0.81111)
C (-3.38337, 0.09869, -0.42805)
O (-4.52700, 0.00587, -0.81023)
O (-2.33693, -0.45873, -0.98301)
C (0.98328, 3.23874, -1.41470)
C (1.31926, 2.48981, -0.12846)
O (2.13537, 2.94926, 0.67490)
O (0.68862, 1.38604, -0.02102)
C (2.08892, -1.78016, -1.58162)
C (0.86591, -2.03842, -2.47620)
O (0.97746, -2.63270, -3.52317)
O (-0.23396, -1.50067, -2.00546)
H (0.75672, -2.25661, 2.90253)
H (0.11478, -0.96816, 3.90730)
H (2.18866, -1.74019, 1.65564)
H (2.76436, -0.23850, 2.38101)
H (3.65074, -0.75250, 0.16098)
H (2.94249, 0.84273, 0.30391)
H (2.67547, 1.36034, -1.66940)
H (2.55775, 0.10209, -2.86193)
H (0.01666, 0.48181, -2.95435)
H (1.18506, 1.52893, -3.71647)
H (-1.70713, 1.41711, -1.98187)
H (-1.84405, 3.14607, -2.12531)
H (-2.49663, 3.05988, -0.06114)
H (-0.81317, 3.23400, 0.31915)
H (-1.74247, 0.97771, 2.82947)
H (-1.09189, 2.56235, 2.45772)
H (0.45772, 0.99574, 3.54818)
H (1.11839, 1.70294, 2.09724)
H (-3.73473, 1.78953, 0.85634)
H (-3.25108, 0.29285, 1.66161)
H (0.52221, 4.19983, -1.17314)
H (1.90693, 3.45785, -1.95614)
H (2.14089, -2.55402, -0.82189)
H (2.99260, -1.82013, -2.19377)
Cl (-1.59800, -4.76155, -1.85418)
C (-1.59651, -3.90863, -0.28424)
C (-0.15567, -3.72179, 0.20517)
O (0.52014, -4.70116, 0.42641)
O (0.28857, -2.49481, 0.37505)
H (-2.11095, -4.54783, 0.42530)
H (-2.14154, -2.98254, -0.41295)

Electronic energy in eV: -59335.05716
Relative energy (zero: lowest compared OMol25 entry of this formula, charge and spin) in kcal per mole: 28.1
LUMO level in eV: 2.5831
E_HOMO in eV: -5.966
Net charge: -1
2S+1: 1

Atom charges from the Löwdin analysis, given in e for atoms 1 to 8:
1 Zr 1.9685
2 O 0.0749
3 C -0.6032
4 O -0.1916
5 C -0.0846
6 N -0.2242
7 C -0.1191
8 C -0.1295

Formula: C4H10N2O2
Source: the OMol25 dataset
Level of theory: ωB97M-V/def2-TZVPD

Geometry (Å):
N (-1.13465, -1.03052, 1.49090)
C (0.08434, -0.40152, 1.26992)
O (0.60864, 0.30348, 2.09381)
C (0.62285, -0.45183, -0.21092)
N (1.98166, -0.95111, -0.13938)
C (0.44638, 0.93370, -0.82517)
C (-1.04951, 1.13769, -1.07019)
O (-1.41747, 0.40862, -2.25941)
H (-1.25292, -1.89678, 0.97677)
H (-1.48061, -1.19558, 2.43015)
H (-0.00978, -1.20385, -0.71510)
H (2.62598, -0.25992, -0.48619)
H (2.34278, -1.48629, 0.63137)
H (0.91887, 1.63778, -0.14597)
H (1.04064, 1.00478, -1.75704)
H (-1.19528, 2.20540, -1.24260)
H (-1.71322, 0.75528, -0.28027)
H (-1.81673, 1.05603, -2.84605)

Electronic energy in eV: -11385.20193
Relative energy (zero: lowest compared OMol25 entry of this formula, charge and spin) in kcal per mole: 39.2
LUMO level in eV: 0.9111
E_HOMO in eV: -8.874
Net charge: 0
SMILES string: NC(=O)[C@H](N)CCO
2S+1: 1

Atom charges from the Löwdin analysis, given in e for atoms 1 to 8:
1 N 0.1461
2 C -0.5000
3 O 0.0678
4 C -0.3435
5 N 0.0520
6 C -0.1358
7 C -0.2335
8 O -0.0791

Formula: C13H24IN2O3P
Source: the OMol25 dataset
Level of theory: ωB97M-V/def2-TZVPD

Geometry (Å):
C (5.11113, -2.30833, 0.65125)
C (4.11362, -1.56271, -0.27738)
O (3.88010, -0.18514, 0.13163)
P (2.24069, 0.13754, -0.02853)
O (1.56579, -0.71680, 0.98342)
C (1.81168, 1.92665, 0.23548)
C (0.90068, 2.14945, 1.47379)
C (-0.43334, 1.42356, 1.31964)
C (-0.78404, 0.49190, 2.32772)
C (-1.97109, -0.21953, 2.20511)
C (-2.79622, 0.02515, 1.05767)
C (-4.07552, -0.80886, 0.92962)
N (-4.75356, -0.58473, -0.34997)
C (-5.67815, -1.69622, -0.64708)
C (-2.40294, 0.96589, 0.15100)
N (-1.23571, 1.65244, 0.28782)
O (1.84893, -0.44576, -1.51713)
C (1.57373, 0.53794, -2.53012)
C (0.03518, 0.75795, -2.61430)
H (4.54869, -3.08920, 1.19673)
H (5.80345, -2.86278, -0.00852)
H (5.62917, -1.65673, 1.36633)
H (3.19396, -2.17829, -0.31514)
H (4.47933, -1.53389, -1.32323)
H (2.81824, 2.52030, 0.47432)
H (1.36623, 2.44629, -0.63551)
H (1.41031, 1.87685, 2.40783)
H (0.68077, 3.23603, 1.53078)
H (-0.11075, 0.35484, 3.17479)
H (-2.21988, -0.93839, 2.99082)
H (-4.73926, -0.70652, 1.80379)
H (-3.72465, -1.87054, 0.93573)
H (-4.04049, -0.57434, -1.07602)
H (-5.37667, -2.66572, -0.20516)
H (-6.68086, -1.42158, -0.28499)
H (-5.70279, -1.84079, -1.74099)
H (-3.03094, 1.14957, -0.72432)
H (-0.94844, 2.33107, -0.41124)
H (2.16814, 1.46066, -2.44561)
H (1.87490, 0.07072, -3.48638)
H (-0.28154, 1.81462, -2.64320)
H (-0.39175, 0.21786, -3.47850)
H (-0.40447, 0.25911, -1.73024)
I (4.72835, 2.06047, 0.83829)

Electronic energy in eV: -40380.68460
LUMO level in eV: -1.3535
E_HOMO in eV: -5.640
Net charge: 0
2S+1: 1

Atom charges from the Löwdin analysis, given in e for atoms 1 to 8:
1 C -0.0645
2 C -0.2964
3 O -0.6031
4 P 0.5626
5 O -0.2831
6 C -0.3782
7 C -0.1538
8 C -0.1993

Formula: C6H11O2
Source: the OMol25 dataset
Level of theory: ωB97M-V/def2-TZVPD

Geometry (Å):
O (-0.51418, 0.95924, -1.53611)
C (0.78174, 0.81457, -1.61865)
O (1.55845, 0.41608, -0.68452)
C (1.43443, 1.06783, -2.98742)
H (1.80926, 0.13593, -3.42839)
H (0.67755, 1.53097, -3.61883)
H (2.29004, 1.73972, -2.86296)
C (0.56589, -1.57522, 1.38325)
C (-0.75992, -1.03751, 0.81687)
C (-1.50937, -0.22898, 1.83414)
C (-1.63175, 1.12914, 1.77508)
H (0.42986, -2.45433, 2.04928)
H (1.23467, -1.85596, 0.57356)
H (1.09665, -0.79494, 1.96365)
H (-1.32395, -1.91758, 0.43390)
H (-0.56796, -0.38612, -0.03116)
H (-2.07763, -0.80392, 2.60141)
H (-2.29919, 1.65057, 2.45675)
H (-1.19460, 1.61054, 0.88016)

Electronic energy in eV: -10496.06150
Relative energy (zero: lowest compared OMol25 entry of this formula, charge and spin) in kcal per mole: 23.5
LUMO level in eV: 4.1837
E_HOMO in eV: -4.251
Net charge: -1
2S+1: 1

Atom charges from the Löwdin analysis, given in e for atoms 1 to 8:
1 O -0.1506
2 C -0.6973
3 O -0.1091
4 C -0.0628
5 H 0.0595
6 H 0.0490
7 H 0.0552
8 C -0.1412

Formula: C27H28N3OPdS2Te
Source: the OMol25 dataset
Level of theory: ωB97M-V/def2-TZVPD

Geometry (Å):
Pd (-0.14917, -0.42111, -0.59813)
S (1.37660, -1.53885, 3.34985)
C (0.79371, -2.96389, 2.59512)
C (0.78513, -2.84298, 1.23976)
C (1.25388, -1.58909, 0.72829)
C (1.60355, -0.77382, 1.78056)
C (2.21403, 0.55755, 1.72383)
C (3.07974, 1.00703, 2.73379)
C (3.64477, 2.26445, 2.63755)
C (3.35793, 3.05028, 1.53177)
C (2.50873, 2.52021, 0.57176)
N (1.94489, 1.32537, 0.66043)
H (0.46386, -3.80364, 3.18841)
H (0.45138, -3.65176, 0.59803)
H (3.30910, 0.36206, 3.57182)
H (4.31180, 2.62221, 3.41325)
H (3.78305, 4.03793, 1.40788)
H (2.27116, 3.09016, -0.32248)
C (-3.37705, -2.18329, -0.65480)
C (-3.38411, -1.11549, 0.38168)
N (-2.42734, -0.92118, 1.26032)
C (-2.77542, 0.22220, 1.94412)
C (-3.95380, 0.71415, 1.47209)
N (-4.33825, -0.15210, 0.48097)
H (-2.49324, -2.79464, -0.48624)
H (-3.29940, -1.72308, -1.64073)
H (-4.26871, -2.81348, -0.61683)
H (-2.14389, 0.62297, 2.72009)
H (-4.53786, 1.57926, 1.73546)
H (-5.04582, 0.02186, -0.20955)
C (-0.81463, 1.20910, -3.40363)
S (-1.48090, 0.89427, -1.75738)
C (-1.28394, 2.58587, -1.15257)
O (-2.94064, 0.72947, -1.99948)
H (-1.45217, 1.92862, -3.91929)
H (-0.82413, 0.25052, -3.91909)
H (0.21281, 1.56206, -3.31359)
H (-0.21689, 2.79238, -1.07628)
H (-1.72751, 2.59547, -0.15802)
H (-1.79596, 3.29492, -1.80660)
Te (1.65561, -2.04449, -2.03634)
C (3.13386, -0.54054, -1.82707)
C (3.21788, 0.50909, -2.73371)
C (4.20115, 1.48144, -2.59879)
C (5.11162, 1.41192, -1.55332)
C (5.03560, 0.36193, -0.64893)
C (4.05450, -0.60977, -0.78795)
C (2.42469, -2.34230, -4.08357)
C (3.61893, -2.99697, -4.37769)
C (4.03929, -3.17974, -5.68868)
C (3.26518, -2.70909, -6.74148)
C (2.06990, -2.05884, -6.47164)
C (1.65819, -1.88185, -5.15495)
H (2.51631, 0.56604, -3.55841)
H (4.25222, 2.29639, -3.31211)
H (5.87328, 2.17465, -1.44092)
H (5.73520, 0.30150, 0.17672)
H (3.98197, -1.41713, -0.07023)
H (4.23591, -3.36525, -3.56441)
H (4.97411, -3.69138, -5.88876)
H (3.59240, -2.84965, -7.76491)
H (1.45654, -1.68747, -7.28513)
H (0.72019, -1.37644, -4.95212)

Electronic energy in eV: -67413.96559
LUMO level in eV: 2.6492
E_HOMO in eV: -2.756
Net charge: -1
2S+1: 1

Atom charges from the Löwdin analysis, given in e for atoms 1 to 8:
1 Pd 0.1490
2 S 0.9425
3 C -0.4539
4 C -0.2829
5 C -0.4054
6 C -0.5345
7 C -0.3165
8 C -0.0531

Formula: C8H10FN4O
Source: the OMol25 dataset
Level of theory: ωB97M-V/def2-TZVPD

Geometry (Å):
C (2.47515, -0.81835, -2.71290)
C (1.82583, 0.10947, -1.87118)
C (1.35880, 0.92997, -1.14340)
C (0.51091, 1.71953, -0.33448)
N (-0.38809, 2.55447, -1.05776)
N (-0.22269, 0.55678, 0.58750)
C (0.47552, -0.02403, 1.64695)
C (-0.15734, -1.10089, 2.14796)
F (0.41572, -1.79015, 3.17919)
C (-1.55970, -1.42996, 1.92493)
N (-2.26058, -2.19222, 2.73542)
N (-2.08301, -0.85893, 0.88658)
C (-1.39809, 0.04895, 0.20405)
O (-1.99929, 0.45685, -0.90522)
H (2.47575, -1.92220, -2.28327)
H (3.58061, -0.55039, -3.03375)
H (1.87242, -0.70013, -3.60082)
H (0.91770, 2.45608, 0.43438)
H (-0.58605, 3.54178, -0.94553)
H (-0.30548, 2.49884, -2.04969)
H (1.50622, 0.28353, 1.77620)
H (-1.81846, -2.81791, 3.38523)
H (-3.19132, -2.32429, 2.19303)
H (-1.44450, 1.37321, -1.16343)

Electronic energy in eV: -19174.47280
LUMO level in eV: -3.3760
E_HOMO in eV: -13.298
Net charge: +1
SMILES string: CC#C[C@@H](N)n1cc(F)c(=[NH2+])nc1O
2S+1: 1

Atom charges from the Löwdin analysis, given in e for atoms 1 to 8:
1 C -0.0888
2 C -0.0751
3 C 0.0109
4 C -0.2481
5 N 0.0792
6 N 0.0743
7 C 0.0830
8 C -0.1405

Formula: C24H41IrN4O6P2Te
Source: the OMol25 dataset
Level of theory: ωB97M-V/def2-TZVPD

Geometry (Å):
Ir (0.15406, -0.40485, 0.37773)
C (3.79108, 1.18681, 1.71482)
C (2.64035, 1.36375, 0.75584)
C (2.92258, 2.36698, -0.34128)
O (2.28184, 0.03801, 0.17401)
C (1.31926, 1.65062, 1.45557)
O (1.24873, 1.69024, 2.68347)
O (0.29395, 1.60850, 0.66066)
H (4.71626, 1.00616, 1.16749)
H (3.60933, 0.34359, 2.37999)
H (3.90944, 2.08741, 2.31677)
H (3.80072, 2.06152, -0.91540)
H (3.13646, 3.34238, 0.09691)
H (2.06685, 2.46690, -1.00726)
H (2.72062, -0.05679, -0.68156)
C (-1.56564, 0.36566, -1.96148)
N (-2.50218, -0.73439, -1.73284)
C (-2.62479, -1.71923, -2.81860)
P (-2.81088, -1.15980, -0.19276)
O (-1.91637, -0.35144, 0.74950)
O (-2.49638, -2.73706, -0.07895)
P (-1.05177, -3.29479, 0.37365)
O (0.01926, -2.39400, -0.21563)
N (-1.11919, -3.18907, 1.99741)
C (0.12093, -3.63042, 2.66625)
C (-2.32572, -3.53816, 2.76188)
N (-0.89936, -4.77979, -0.20027)
C (0.07180, -5.15510, -1.24115)
C (-1.84492, -5.83504, 0.18271)
N (-4.35746, -1.09440, 0.25237)
C (-5.35086, -2.01504, -0.32202)
C (-4.90650, 0.22807, 0.60877)
H (-1.57826, 0.64762, -3.01280)
H (-0.53532, 0.07336, -1.69510)
H (-1.81365, 1.23307, -1.35579)
H (-2.97972, -1.21952, -3.71756)
H (-3.34469, -2.49198, -2.55720)
H (-1.66233, -2.19452, -3.02767)
H (0.99258, -3.35893, 2.07223)
H (0.12429, -4.71075, 2.83127)
H (0.19438, -3.13493, 3.63521)
H (-3.22442, -3.25466, 2.21932)
H (-2.30872, -2.98657, 3.70220)
H (-2.36058, -4.60448, 2.99617)
H (0.77408, -4.34595, -1.41302)
H (-0.44272, -5.38810, -2.17485)
H (0.62078, -6.03721, -0.91315)
H (-2.59745, -5.45785, 0.87196)
H (-1.31643, -6.66288, 0.65455)
H (-2.35736, -6.20906, -0.70440)
H (-5.84944, -1.56212, -1.18150)
H (-6.09950, -2.24182, 0.43585)
H (-4.88425, -2.94893, -0.62587)
H (-4.12933, 0.86578, 1.02489)
H (-5.68223, 0.08913, 1.36057)
H (-5.34459, 0.72003, -0.26227)
Te (-0.58326, 0.09383, 3.21580)
C (-1.70029, 1.77866, 3.71306)
C (-3.07617, 1.58565, 3.74235)
C (-3.88782, 2.62517, 4.17571)
C (-3.31979, 3.83218, 4.55684)
C (-1.94066, 4.01021, 4.51385)
C (-1.11442, 2.97965, 4.09485)
C (0.46092, -0.09006, 5.02312)
C (-0.32419, -0.57754, 6.06235)
C (0.24419, -0.74427, 7.31696)
C (1.57867, -0.42067, 7.52232)
C (2.35080, 0.06565, 6.47689)
C (1.80060, 0.22416, 5.21044)
H (-3.51226, 0.63882, 3.44197)
H (-4.96074, 2.49059, 4.21863)
H (-3.95566, 4.64003, 4.89343)
H (-1.50582, 4.95561, 4.81005)
H (-0.04287, 3.11138, 4.06781)
H (-1.37398, -0.81064, 5.91237)
H (-0.35720, -1.12630, 8.13123)
H (2.01888, -0.55565, 8.50122)
H (3.38736, 0.32850, 6.64326)
H (2.40427, 0.60415, 4.40096)

Electronic energy in eV: -72496.83943
Relative energy (zero: lowest compared OMol25 entry of this formula, charge and spin) in kcal per mole: 27.1
LUMO level (alpha / beta) in eV: -7.6259 / -7.6337
E_HOMO (alpha / beta) in eV: -13.418 / -13.426
Net charge: +2
2S+1: 1

Atom charges from the Löwdin analysis, given in e for atoms 1 to 8:
1 Ir 1.1051
2 C 0.0100
3 C -0.4713
4 C 0.0162
5 O -0.1196
6 C -0.6100
7 O -0.0730
8 O -0.1908

Formula: C4H12NOS
Source: the OMol25 dataset
Level of theory: ωB97M-V/def2-TZVPD

Geometry (Å):
C (-3.01516, -0.35311, 0.87875)
N (-1.68188, -0.14404, 1.30193)
C (-0.49038, -0.25233, 0.28841)
C (0.57141, 0.65079, 0.71680)
S (1.27506, 1.65986, -0.70128)
C (0.04492, -1.60968, 0.49098)
H (-3.83159, -0.13649, 1.63564)
H (-3.11572, -1.41414, 0.55673)
H (-3.18980, 0.23493, -0.01483)
H (-1.60872, 0.67776, 1.86817)
H (-1.04793, 0.02416, -0.61534)
H (1.32793, 0.14812, 1.34981)
H (0.16092, 1.40902, 1.34100)
H (-0.61833, -2.46663, 0.35066)
H (0.83800, -1.81350, -0.24704)
H (0.20206, -1.59452, 1.59840)
H (1.85197, -0.28064, -2.03418)
H (2.02172, -1.37552, -1.10372)
O (1.96462, -1.19700, -2.10350)

Electronic energy in eV: -18715.07373
Relative energy (zero: lowest compared OMol25 entry of this formula, charge and spin) in kcal per mole: 38.8
LUMO level in eV: 3.7018
E_HOMO in eV: -2.834
Net charge: -1
2S+1: 1

Atom charges from the Löwdin analysis, given in e for atoms 1 to 8:
1 C -0.1945
2 N -0.1335
3 C -0.4883
4 C -0.6916
5 S 0.1733
6 C -0.1067
7 H 0.0863
8 H 0.0709